Below is the ion C5H13N2O with charge +1, with properties calculated with ωB97M-V with the def2-TZVPD basis set.

**E_tot**: -10414.661 eV
**Charge**: +1
**SMILES**: C=C([NH2+][C@@H](C)N)OC

Positions of all 21 atoms, in Å:
C1 1.34 1.33 1.02
C2 0.93 0.56 0.04
N1 -0.35 0.85 -0.67
C3 -1.53 0.15 0.28
C4 -2.65 -0.06 -0.67
N2 -1.25 -0.95 1.11
O1 1.43 -0.58 -0.40
C5 2.74 -1.09 -0.47
H1 2.24 1.33 1.60
H2 0.73 2.09 1.22
H3 -0.56 1.84 -0.75
H4 -0.20 0.50 -1.65
H5 -1.63 0.94 0.93
H6 -2.21 -0.49 -1.57
H7 -3.35 -0.74 -0.20
H8 -3.26 0.72 -1.11
H9 -0.82 -0.90 2.12
H10 -1.02 -1.78 0.64
H11 3.37 -0.91 0.36
H12 3.40 -0.65 -1.18
H13 2.64 -2.18 -0.65



Below is a structure of composition C14H14I2N2O9Y, with properties calculated with ωB97M-V with the def2-TZVPD basis set.

**E_tot**: -53404.517 eV
**Charge**: -1

Positions of all 42 atoms, in Å:
Y1 -0.08 0.16 0.25
O1 -3.00 -0.18 0.02
C1 -3.51 0.43 -1.14
C2 -2.46 1.32 -1.83
N1 -1.13 0.70 -1.85
C3 -0.17 1.66 -2.44
C4 0.54 2.51 -1.34
O2 0.71 3.69 -1.54
O3 0.91 1.83 -0.32
C5 -1.10 -0.56 -2.60
C6 0.24 -1.31 -2.28
O4 0.83 -1.88 -3.17
O5 0.57 -1.29 -1.04
H1 -3.02 0.45 0.77
H2 -4.41 1.02 -0.92
H3 -3.81 -0.40 -1.80
H4 -2.36 2.27 -1.28
H5 -2.81 1.54 -2.85
H6 -0.65 2.32 -3.17
H7 0.63 1.11 -2.96
H8 -1.19 -0.41 -3.69
H9 -1.91 -1.22 -2.27
O6 2.15 -2.25 5.92
C7 2.32 -1.04 6.16
O7 2.58 -0.41 7.16
C8 2.03 -0.37 4.77
C9 2.84 -0.65 3.67
C10 2.33 -0.55 2.39
N2 1.08 -0.14 2.13
C11 0.33 0.26 3.19
C12 0.75 0.13 4.50
C13 -1.02 0.90 2.88
O8 -1.73 1.31 3.78
O9 -1.32 0.97 1.62
H10 3.86 -0.98 3.82
H11 2.93 -0.83 1.53
H12 0.08 0.40 5.29
I1 -1.39 -2.54 1.12
C14 0.49 -3.57 1.30
I2 1.18 -4.36 -0.54
H13 0.36 -4.40 1.99
H14 1.23 -2.87 1.68



Below is a structure of composition C29H36Ge2N3O5Re, with properties calculated with ωB97M-V with the def2-TZVPD basis set.

**Multiplicity**: 2
**E_tot**: -160499.980 eV
**Charge**: +3
**<S²>**: 0.76

Positions of all 76 atoms, in Å:
Re1 0.15 0.08 -2.25
O1 -2.69 2.87 -1.12
C1 -1.95 1.99 -1.72
O2 -0.94 1.46 -1.17
C2 -2.28 1.59 -3.09
C3 -3.28 2.07 -3.93
C4 -3.37 1.51 -5.21
C5 -2.48 0.51 -5.59
C6 -1.51 0.10 -4.69
N1 -1.43 0.62 -3.48
C7 -0.43 -0.92 -4.91
O3 -0.26 -1.60 -5.86
O4 0.38 -0.97 -3.78
H1 -2.38 3.10 -0.22
H2 -3.95 2.84 -3.60
H3 -4.13 1.86 -5.89
H4 -2.52 0.06 -6.57
C8 -3.95 -2.28 -0.55
C9 -2.99 -1.60 -1.53
Ge1 -1.12 -1.68 -0.91
C10 -0.21 -3.37 -1.27
C11 -1.09 -4.59 -0.96
C12 -1.11 -1.42 1.03
C13 -0.78 -0.50 1.93
Ge2 0.05 1.24 1.65
C14 -0.85 2.98 1.73
C15 -0.36 3.89 2.87
C16 1.98 1.29 1.59
C17 2.54 1.35 3.03
C18 -0.79 -0.70 3.40
C19 -0.61 -1.95 4.00
C20 -0.58 -2.07 5.37
C21 -0.71 -0.94 6.18
C22 -0.86 0.32 5.61
C23 -0.91 0.43 4.23
H5 -4.97 -2.28 -0.95
H6 -3.98 -1.76 0.40
H7 -3.68 -3.32 -0.37
H8 -3.30 -0.56 -1.66
H9 -3.02 -2.07 -2.51
H10 0.71 -3.40 -0.67
H11 0.09 -3.39 -2.32
H12 -1.41 -4.60 0.08
H13 -0.53 -5.51 -1.14
H14 -1.97 -4.61 -1.59
H15 -1.47 -2.37 1.45
H16 -1.93 2.82 1.77
H17 -0.58 3.47 0.79
H18 -0.60 3.50 3.86
H19 -0.86 4.86 2.78
H20 0.71 4.07 2.81
H21 2.32 2.15 1.01
H22 2.34 0.38 1.10
H23 2.16 2.20 3.59
H24 3.62 1.45 2.98
H25 2.31 0.44 3.59
H26 -0.47 -2.83 3.39
H27 -0.45 -3.04 5.82
H28 -0.68 -1.04 7.26
H29 -0.97 1.19 6.23
H30 -1.13 1.41 3.82
N2 5.99 2.22 -0.44
C24 4.69 1.97 -0.31
O5 3.89 2.67 0.28
C25 4.15 0.69 -0.93
C26 4.82 -0.50 -1.13
C27 4.11 -1.61 -1.60
C28 2.76 -1.49 -1.84
N3 2.11 -0.33 -1.66
C29 2.80 0.74 -1.24
H31 6.36 3.06 -0.02
H32 6.61 1.66 -1.00
H33 5.87 -0.60 -0.91
H34 4.60 -2.56 -1.76
H35 2.16 -2.32 -2.18
H36 2.26 1.67 -1.09



Below is a structure of composition C24H35N11O4Zr, with properties calculated with ωB97M-V with the def2-TZVPD basis set.

**E_tot**: -51286.456 eV
**Charge**: +4

Positions of all 75 atoms, in Å:
Zr1 0.24 0.14 -0.03
C1 3.00 1.42 1.41
O1 1.59 1.69 1.27
C2 1.03 2.21 2.49
C3 -0.36 2.60 2.14
O2 -0.94 1.47 1.43
C4 -2.32 1.12 1.78
C5 -2.28 -0.31 2.21
O3 -1.64 -1.03 1.15
C6 -1.70 -2.46 1.40
H1 3.53 2.37 1.54
H2 3.34 0.94 0.49
H3 3.18 0.77 2.26
H4 1.61 3.07 2.82
H5 1.07 1.43 3.26
H6 -0.39 3.46 1.47
H7 -0.96 2.82 3.02
H8 -2.93 1.27 0.89
H9 -2.67 1.78 2.56
H10 -3.29 -0.70 2.36
H11 -1.71 -0.44 3.13
H12 -2.75 -2.76 1.45
H13 -1.21 -2.67 2.35
H14 -1.21 -2.97 0.59
N1 3.34 -2.89 -1.50
C7 2.75 -1.77 -1.15
N2 1.44 -1.61 -1.10
C8 0.62 -2.67 -1.49
N3 -0.65 -2.47 -1.62
N4 -0.94 -1.11 -1.46
C9 -2.07 -0.72 -1.92
C10 -2.36 0.71 -1.86
C11 -3.47 1.28 -2.45
C12 -3.58 2.67 -2.43
C13 -2.57 3.42 -1.86
C14 -1.49 2.76 -1.27
N5 -1.39 1.43 -1.26
C15 1.22 -3.96 -1.77
C16 0.45 -5.10 -2.07
C17 1.09 -6.28 -2.38
C18 2.49 -6.34 -2.41
C19 3.26 -5.24 -2.12
C20 2.61 -4.05 -1.80
H15 4.35 -2.91 -1.56
H16 3.39 -0.93 -0.90
H17 -2.75 -1.44 -2.38
H18 -4.22 0.66 -2.91
H19 -4.43 3.16 -2.89
H20 -2.60 4.50 -1.85
H21 -0.69 3.32 -0.81
H22 -0.62 -5.03 -2.07
H23 0.51 -7.16 -2.62
H24 2.98 -7.27 -2.67
H25 4.34 -5.28 -2.15
N6 1.50 -2.68 5.13
C21 2.25 -3.20 4.16
N7 3.07 -4.20 4.40
N8 2.22 -2.73 2.89
C22 1.61 -1.82 2.30
N9 1.13 -1.01 1.58
H26 1.53 -3.04 6.08
H27 0.88 -1.92 4.94
H28 3.17 -4.62 5.31
H29 3.64 -4.56 3.65
C23 3.07 3.40 -1.66
N10 2.49 2.59 -2.74
C24 1.68 1.57 -2.56
N11 1.11 0.94 -3.58
O4 1.43 1.15 -1.35
H30 3.24 4.40 -2.05
H31 4.02 2.97 -1.34
H32 2.38 3.46 -0.83
H33 2.70 2.86 -3.69
H34 1.26 1.22 -4.54
H35 0.60 0.09 -3.42



Below is a structure of composition C31H30N6O3Sr, with properties calculated with ωB97M-V with the def2-TZVPD basis set.

**E_tot**: -48556.615 eV
**Charge**: 0

Positions of all 71 atoms, in Å:
Sr1 0.21 -0.44 -0.34
C1 -1.95 -2.28 3.67
C2 -1.42 -2.01 2.29
N1 -0.63 -1.02 2.02
N2 -0.30 -0.19 3.04
C3 0.50 0.80 2.65
O1 0.95 0.98 1.49
C4 0.84 1.80 3.71
C5 1.60 2.91 3.36
C6 1.94 3.86 4.32
C7 1.53 3.69 5.64
C8 0.77 2.58 5.99
C9 0.43 1.64 5.03
C10 -1.79 -2.90 1.17
C11 -2.54 -4.06 1.38
C12 -2.88 -4.86 0.31
C13 -2.47 -4.50 -0.96
C14 -1.73 -3.33 -1.09
N3 -1.40 -2.55 -0.07
H1 -1.64 -1.48 4.33
H2 -1.57 -3.23 4.05
H3 -3.04 -2.34 3.66
H4 1.90 3.02 2.33
H5 2.52 4.72 4.04
H6 1.79 4.43 6.39
H7 0.45 2.45 7.01
H8 -0.15 0.77 5.29
H9 -2.85 -4.33 2.38
H10 -3.46 -5.76 0.47
H11 -2.71 -5.09 -1.83
H12 -1.38 -3.01 -2.07
C15 -0.10 3.94 -2.40
C16 -0.46 2.65 -1.73
N4 0.18 1.55 -1.90
N5 1.30 1.55 -2.68
C17 1.70 0.31 -2.94
O2 1.12 -0.75 -2.59
C18 3.00 0.21 -3.68
C19 3.54 -1.05 -3.93
C20 4.75 -1.18 -4.59
C21 5.44 -0.05 -5.01
C22 4.90 1.21 -4.77
C23 3.69 1.34 -4.11
C24 -1.59 2.60 -0.78
C25 -2.37 3.72 -0.50
C26 -3.38 3.64 0.44
C27 -3.59 2.44 1.10
C28 -2.77 1.37 0.77
N6 -1.81 1.44 -0.14
H13 0.75 3.77 -3.06
H14 0.18 4.70 -1.66
H15 -0.93 4.33 -2.98
H16 2.98 -1.91 -3.59
H17 5.16 -2.16 -4.77
H18 6.38 -0.15 -5.53
H19 5.43 2.10 -5.10
H20 3.26 2.32 -3.91
H21 -2.19 4.66 -1.02
H22 -3.99 4.50 0.67
H23 -4.35 2.33 1.86
H24 -2.89 0.41 1.27
C29 3.81 0.59 0.21
C30 3.59 -0.86 0.52
C31 4.73 -1.60 1.17
O3 2.53 -1.41 0.29
H25 4.73 0.98 0.64
H26 2.95 1.16 0.58
H27 3.84 0.72 -0.88
H28 5.62 -1.50 0.55
H29 4.48 -2.65 1.31
H30 4.94 -1.14 2.13



Below is a structure of composition C4H5N5, with properties calculated with ωB97M-V with the def2-TZVPD basis set.

**E_tot**: -11672.669 eV
**Charge**: 0

Positions of all 14 atoms, in Å:
C1 2.16 -0.31 0.30
C2 0.73 0.24 -0.50
C3 0.07 1.39 -0.20
C4 -1.79 -0.57 -0.21
H1 3.08 -0.27 -0.29
H2 1.80 -1.52 0.39
H3 2.28 0.11 1.57
H4 0.61 2.23 0.46
H5 -2.81 -0.52 1.19
N1 -1.28 1.70 -0.49
N2 -2.06 0.79 -0.54
N3 -2.17 -1.19 0.85
N4 -0.91 -1.16 -1.31
N5 0.29 -0.92 -1.22



Question: Among the records above, which one has the lowest charge?
Answer: C14H14I2N2O9Y



Question: Which of these has the highest charge?
Answer: C24H35N11O4Zr